i | 99
Properties=species:S:1:pos:R:3 method="wB97M-V/def2-TZVPD" lumo_ev="3.586 / 3.586" multiplicity=2 homo_energy_ha="-0.0210 / -0.0929" charge=-2 s_squared=0.7695
K 0.07957 1.16203 0.38624
O -1.65973 -0.56102 -2.07264
S -1.74867 -1.04994 -0.58383
C -3.51695 -0.99262 -0.31773
C -4.38674 -1.12026 -1.38825
C -5.74840 -1.19878 -1.13803
C -6.23242 -1.12258 0.16140
C -5.35604 -0.91530 1.21486
C -3.98665 -0.84007 0.98871
P -2.78618 -0.26594 2.27142
C -3.47773 1.43562 2.39319
C -2.97727 2.35384 1.47588
C -3.53158 3.61782 1.35565
C -4.55889 4.00042 2.20719
C -5.04264 3.10472 3.15465
C -4.51891 1.82227 3.23406
C -3.34630 -1.09139 3.79522
C -3.85662 -2.38941 3.74546
C -4.08627 -3.10155 4.91167
C -3.80197 -2.53386 6.14621
C -3.27171 -1.25203 6.20364
C -3.03851 -0.54056 5.03858
C -1.38771 -2.69032 -0.45675
C -2.16871 -3.67320 -1.15219
C -1.87863 -5.00240 -1.04414
C -0.79911 -5.46699 -0.26336
C -0.01123 -4.51905 0.38965
C -0.25143 -3.16167 0.31450
P 0.80448 -1.96842 1.18243
C 2.44802 -2.14437 0.41063
C 2.62816 -2.71586 -0.84337
C 3.86988 -2.66887 -1.46238
C 4.94201 -2.05556 -0.83490
C 4.76711 -1.47576 0.41690
C 3.52857 -1.51356 1.03124
C 1.03247 -2.75766 2.82105
C 2.05181 -3.64652 3.15288
C 2.11352 -4.20761 4.41995
C 1.15358 -3.89517 5.37182
C 0.13564 -3.00564 5.05486
C 0.08740 -2.43628 3.79364
H -3.99098 -1.10458 -2.39649
H -6.43310 -1.30017 -1.96955
H -7.29624 -1.18055 0.35276
H -5.74336 -0.78081 2.21847
H -2.15490 2.11520 0.80872
H -3.14287 4.28389 0.59646
H -4.98899 4.99141 2.13032
H -5.85252 3.39568 3.81318
H -4.93120 1.11881 3.94730
H -4.06397 -2.85157 2.78805
H -4.47836 -4.10898 4.85043
H -3.97454 -3.09353 7.05638
H -3.02150 -0.80826 7.16073
H -2.58713 0.44285 5.09227
H -2.98814 -3.35363 -1.78200
H -2.49472 -5.71335 -1.58454
H -0.57312 -6.52098 -0.18798
H 0.82978 -4.85740 0.98675
H 1.79057 -3.18253 -1.34846
H 3.98785 -3.09933 -2.44917
H 5.90422 -2.00291 -1.32830
H 5.58506 -0.95959 0.90268
H 3.39130 -1.00701 1.98075
H 2.80790 -3.89448 2.41730
H 2.91728 -4.89246 4.66153
H 1.20551 -4.33481 6.36037
H -0.61761 -2.74100 5.78690
H -0.68848 -1.71877 3.55953
N -2.50321 2.73327 6.14176
C -1.33115 2.56568 5.38344
C -1.20569 3.22156 4.15847
C -0.03933 3.10752 3.42813
C 1.01760 2.33304 3.89717
C 0.89492 1.67784 5.10747
C -0.27764 1.78693 5.84628
S 2.55619 2.35291 2.99304
O 2.82884 3.75578 2.75225
O 3.52172 1.62748 3.79335
N 2.06497 1.56576 1.69206
C 2.88479 1.54661 0.59951
N 2.34637 1.04160 -0.53759
C 3.08462 1.06727 -1.63336
C 4.38226 1.55578 -1.63768
C 4.86140 1.99821 -0.41616
N 4.14756 1.99870 0.69435
H -3.30949 2.94801 5.56943
H -2.70344 1.96057 6.76039
H -2.02649 3.82022 3.78173
H 0.06950 3.64593 2.49472
H 1.72393 1.07899 5.46059
H -0.37076 1.26438 6.79219
H 2.59994 0.69169 -2.52958
H 4.97948 1.57743 -2.53712
H 5.87895 2.37171 -0.32340
S -3.47755 0.98353 -4.30278
Sb -1.46650 1.18514 -3.29654
S 0.39955 0.56345 -4.39303
S -1.26298 2.88929 -1.77315

=====

ii | 99
Properties=species:S:1:pos:R:3 method="wB97M-V/def2-TZVPD" lumo_ev="3.583 / 3.582" multiplicity=2 homo_energy_ha="0.0094 / -0.0907" charge=-2 s_squared=0.7618
K -1.23977 0.27604 -0.55552
O 1.09979 -0.02878 -0.37120
S 1.46993 0.73592 -1.60824
C 2.81883 1.79876 -0.99387
C 3.94268 2.09012 -1.75797
C 4.79831 3.11279 -1.38833
C 4.49356 3.90529 -0.28553
C 3.36049 3.63911 0.46637
C 2.51953 2.57087 0.15217
P 1.11471 2.05791 1.22099
C 0.89698 3.58875 2.23225
C 1.05212 3.66025 3.61576
C 0.75590 4.83157 4.30174
C 0.30213 5.95024 3.62044
C 0.12143 5.88491 2.24371
C 0.40444 4.71409 1.56310
C 2.01866 1.03549 2.45906
C 1.24928 0.17398 3.23868
C 1.82580 -0.59041 4.24085
C 3.18894 -0.50628 4.47955
C 3.96565 0.34520 3.70742
C 3.38862 1.10457 2.70052
C 2.26503 -0.24037 -2.83353
C 2.19125 0.43831 -4.06942
C 2.84506 -0.00875 -5.18781
C 3.57968 -1.22288 -5.11513
C 3.55457 -1.95255 -3.94964
C 2.90561 -1.52354 -2.76743
P 2.92068 -2.86186 -1.54045
C 1.42791 -2.69706 -0.48825
C 1.47384 -2.59493 0.89877
C 0.29961 -2.56338 1.63545
C -0.93052 -2.64742 1.00336
C -0.98811 -2.79869 -0.37705
C 0.18388 -2.82816 -1.11726
C 4.24390 -2.39653 -0.34717
C 4.96497 -3.45212 0.21677
C 6.00399 -3.21357 1.10351
C 6.35437 -1.90788 1.42050
C 5.65547 -0.85267 0.84741
C 4.60446 -1.09046 -0.02420
H 4.15214 1.49920 -2.64125
H 5.69363 3.30473 -1.96689
H 5.15059 4.72221 -0.01078
H 3.13870 4.26315 1.32385
H 1.41171 2.79835 4.16286
H 0.88536 4.86845 5.37746
H 0.08070 6.86315 4.15991
H -0.25298 6.74838 1.70744
H 0.24328 4.65551 0.49133
H 0.18433 0.11363 3.04424
H 1.21493 -1.26012 4.83518
H 3.64564 -1.10642 5.25718
H 5.03140 0.41386 3.89075
H 4.01205 1.75598 2.10380
H 1.60870 1.35499 -4.10746
H 2.77806 0.54568 -6.11544
H 4.11151 -1.59366 -5.98355
H 4.04479 -2.92082 -3.91589
H 2.42615 -2.50816 1.40704
H 0.35460 -2.48705 2.71506
H -1.84759 -2.61660 1.58094
H -1.94032 -2.93371 -0.86465
H 0.15331 -2.95899 -2.19468
H 4.68768 -4.46619 -0.05020
H 6.54797 -4.04338 1.54164
H 7.16745 -1.71608 2.11125
H 5.93098 0.16686 1.09148
H 4.05645 -0.25945 -0.45355
N -10.04200 -1.61703 -2.14155
C -8.63960 -1.57910 -2.12298
C -7.91194 -2.70767 -1.73862
C -6.53212 -2.67709 -1.75197
C -5.86033 -1.52777 -2.15115
C -6.57223 -0.41216 -2.55348
C -7.95733 -0.44121 -2.53949
S -4.07537 -1.59586 -2.11239
O -3.74583 -2.99661 -1.98404
O -3.59877 -1.00415 -3.37711
N -3.40716 -0.69259 -0.98582
C -3.85276 -0.77639 0.28159
N -3.14023 -0.08800 1.20708
C -3.57213 -0.12640 2.45451
C -4.68425 -0.84717 2.85863
C -5.33238 -1.54259 1.85241
N -4.93905 -1.52207 0.59297
H -10.44426 -2.24540 -1.46565
H -10.47341 -0.70749 -2.12511
H -8.44143 -3.59870 -1.41755
H -5.94153 -3.52929 -1.44851
H -6.07826 0.49062 -2.88250
H -8.51284 0.43670 -2.84929
H -2.98467 0.44843 3.16640
H -5.01975 -0.86699 3.88545
H -6.21248 -2.14830 2.05795
S -4.74157 1.47471 -5.25403
Sb -3.45319 1.33607 -3.38212
S -4.40614 2.34466 -1.56377
S -1.20189 1.57946 -3.59734

=====

Which structure is the least stable? The one labeled ii.